Computed, not measured: 2 unconnected molecules or ions with the total composition C3H7NOS, with ωB97M-V with the def2-TZVPD basis set.

Results
Total energy ... -17593.1496 eV
SMILES string ... CC#[N+][O-].CS
Spin multiplicity ... 1
Frontier orbital gap ... 9.63 eV

Last column: natural (NBO) charge in e.
Atoms and positions in Å:
C -0.85108 1.59023 -0.84797  -0.713
C 0.15216 -1.63745 0.54055  -0.685
C 0.46054 0.92635 -0.61705  0.193
N 1.46078 0.52698 -1.02499  0.173
O 2.61541 0.19109 -1.15696  -0.436
S -0.82804 -0.49879 1.56412  -0.074
H -1.45589 1.25269 -1.79644  0.250
H -1.34266 1.19932 0.14692  0.258
H -0.80233 2.66447 -0.78710  0.247
H 1.21174 -1.33698 0.86609  0.234
H -0.09604 -1.35668 -0.41833  0.215
H -0.15741 -2.56129 0.81808  0.212
H -0.36719 -0.95993 2.71308  0.125

Cartesian forces (eV/Å) of the 6 atoms listed first:
C -1.66 -2.32 1.51
C 2.34 3.17 2.71
C -1.59 1.50 -1.98
N 1.92 0.32 0.69
O -0.05 -0.55 -0.45
S -0.63 -0.04 0.46